(1)
The following is a quantum chemistry calculation of a cluster of 2 separate species, C4H4F4O in total at a distorted geometry, from OMol25.

## Properties
relative energy (zero: lowest compared OMol25 entry of this formula, charge and spin)	282.3	kJ/mol
HOMO energy (alpha / beta)	-7.56 / -8.99	eV
lowest unoccupied orbital energy (alpha / beta)	-0.4 / 0.1	eV

```
! wB97M-V def2-TZVPD RIJCOSX def2/J DEFGRID3
* xyz 0 1
C 1.549 0.562 0.476
C 2.026 0.423 -0.846
C -1.771 -0.600 0.859
C -1.201 0.221 -0.219
O 1.854 0.415 1.593
F -2.636 -1.607 0.385
F -0.821 -1.261 1.518
F -1.712 1.436 -0.539
F -1.014 -0.467 -1.357
H 3.029 -0.128 -0.713
H 1.950 1.319 -1.441
H 1.272 -0.348 -1.169
H -2.525 0.036 1.452
*
```

Computed Mulliken charges, given in elementary charges:
1 C 0.39
2 C -0.68
3 C 0.35
4 C 0.25
5 O -0.34
6 F -0.28
7 F -0.22
8 F -0.28
9 F -0.24
10 H 0.29
11 H 0.32
12 H 0.23
13 H 0.23

=====

(2)
The following is a quantum chemistry calculation of a structure of composition C5H10O at a distorted geometry, from OMol25.

## Properties
relative energy (zero: lowest compared OMol25 entry of this formula, charge and spin)	470.1	kJ/mol
HOMO energy	-8.73	eV
lowest unoccupied orbital energy	1.1	eV

```
! wB97M-V def2-TZVPD RIJCOSX def2/J DEFGRID3
* xyz 0 1
C -0.561 1.480 -0.649
C -0.489 -0.268 0.274
C -1.488 -1.217 -0.336
C 0.932 -0.619 0.091
C 1.924 0.009 0.943
O 1.537 -1.349 1.146
H -0.182 2.199 0.081
H -1.567 1.843 -0.976
H 0.086 1.500 -1.545
H -0.787 0.054 1.264
H -1.543 -0.140 -0.724
H -2.397 -1.501 0.192
H -1.183 -1.918 -1.117
H 1.203 -0.948 -0.918
H 2.931 0.165 0.567
H 1.585 0.711 1.708
*
```

Computed Mulliken charges, given in elementary charges:
1 C -1.23
2 C -0.05
3 C -1.05
4 C 0.13
5 C -0.46
6 O -0.46
7 H 0.35
8 H 0.40
9 H 0.31
10 H 0.33
11 H 0.26
12 H 0.29
13 H 0.28
14 H 0.39
15 H 0.28
16 H 0.24

=====

(3)
The following is a quantum chemistry calculation of a structure of composition C3H4INOS at a distorted geometry, from OMol25.

## Properties
relative energy (zero: lowest compared OMol25 entry of this formula, charge and spin)	101.6	kJ/mol
HOMO energy (alpha / beta)	-7.79 / -9.76	eV
lowest unoccupied orbital energy (alpha / beta)	-0.3 / -2.4	eV

```
! wB97M-V def2-TZVPD RIJCOSX def2/J DEFGRID3
* xyz 0 3
C -0.505 -0.276 0.018
C 0.850 0.036 -0.110
C -0.801 -1.715 0.127
N 0.837 3.383 0.037
O -1.277 0.668 0.040
S 1.381 1.859 0.009
I 2.452 -1.168 -0.199
H -0.881 -2.298 -0.865
H -1.832 -1.991 0.456
H -0.120 -2.169 0.709
H -0.105 3.671 -0.221
*
```

Computed Mulliken charges, given in elementary charges:
1 C 1.14
2 C -0.47
3 C -1.42
4 N -0.40
5 O -0.56
6 S 0.17
7 I 0.24
8 H 0.30
9 H 0.33
10 H 0.43
11 H 0.25

=====

(4)
The following is a quantum chemistry calculation of an isolated molecule of C6H8ClP at a distorted geometry, from OMol25.

## Properties
relative energy (zero: lowest compared OMol25 entry of this formula, charge and spin)	105.4	kJ/mol
HOMO energy	-8.40	eV
lowest unoccupied orbital energy	0.5	eV
SMILES	C=C[C@@H]1C=CCP1Cl

```
! wB97M-V def2-TZVPD RIJCOSX def2/J DEFGRID3
* xyz 0 1
C 1.929 1.205 -0.639
C 0.859 1.663 -0.077
C -0.108 0.829 0.646
C 0.180 -0.579 1.086
C -0.263 -1.552 0.347
C -1.045 -1.278 -0.923
P -1.934 0.402 -0.656
Cl -3.137 -0.006 0.799
H 2.768 1.666 -1.257
H 2.021 0.054 -0.534
H 0.767 2.683 -0.118
H -0.348 1.354 1.495
H 0.525 -0.614 2.106
H -0.031 -2.545 0.474
H -0.541 -1.122 -1.794
H -1.644 -2.161 -0.954
*
```

Computed Mulliken charges, given in elementary charges:
1 C -0.73
2 C -0.27
3 C -0.46
4 C -0.41
5 C -0.39
6 C -0.96
7 P 0.21
8 Cl -0.19
9 H 0.27
10 H 0.17
11 H 0.45
12 H 0.53
13 H 0.38
14 H 0.53
15 H 0.44
16 H 0.43